No. 1
A molecular structure, C42H25N11O4SSr at a distorted geometry, computed with ωB97M-V/def2-TZVPD.

## Properties
**Molar mass**: 867.42 u
**Frontier orbital gap (alpha / beta)**: 0.181 / 0.181 Ha
**Net charge**: -2
**ΔE to the lowest compared entry with this formula, charge and spin**: 8.058 eV
**Maximum force**: 3.3 eV/A

Each line ends with the Mulliken charge.
Atoms and positions in Å:
Sr: 0.17107 -0.99862 -0.11236  2.928
C: -6.28880 -2.79100 -1.30576  -0.561
C: -5.95262 -3.95339 -0.61051  -0.580
C: -4.66970 -4.13522 -0.10805  -0.134
C: -3.73801 -3.13400 -0.31712  0.221
C: -2.32747 -2.98715 0.10606  -0.297
N: -1.88439 -1.76803 -0.34702  -0.396
C: -2.85684 -1.11320 -1.01072  -0.626
N: -2.77731 0.04531 -1.62439  -0.677
C: -1.73302 0.92202 -1.51349  -0.215
C: -1.50184 1.99485 -2.47928  0.386
C: -2.06215 2.27823 -3.71844  -0.258
C: -1.55736 3.34284 -4.44472  -0.580
C: -0.49657 4.11279 -3.94301  -0.499
C: 0.07505 3.83249 -2.71530  -0.333
C: -0.43149 2.76389 -1.97787  0.322
C: -0.04591 2.15002 -0.72625  -0.479
N: 0.92755 2.59346 0.05748  -0.600
C: 1.29088 1.98401 1.18179  0.121
N: 1.81390 -0.34154 1.47532  0.504
C: 2.32734 -0.82901 2.72175  0.611
N: 2.11494 -2.01457 3.13419  -0.693
C: 1.27742 -2.92282 2.50066  -1.493
N: 0.25957 -2.63994 1.62959  -0.018
C: -0.45991 -3.76419 1.40374  -0.534
N: -1.69325 -3.88515 0.78978  -0.622
C: 0.16537 -4.86261 2.08244  0.208
C: -0.08744 -6.23842 2.12639  -0.278
C: 0.74575 -7.04386 2.87243  -0.570
C: 1.83541 -6.49776 3.58768  -0.525
C: 2.09843 -5.14684 3.56043  -0.395
C: 1.26000 -4.31361 2.80474  0.889
C: 3.02559 0.34399 3.34023  -0.232
C: 4.29520 0.50367 3.72710  -0.397
C: 4.94953 1.79910 3.73795  -0.695
C: 4.63617 2.84488 2.91990  -0.504
C: 3.56210 2.95540 1.97129  -0.438
C: 2.40986 2.23946 2.05626  -0.013
N: -0.85502 1.03321 -0.51797  -0.626
C: -4.07514 -1.96377 -1.00766  0.124
C: -5.35198 -1.78423 -1.50832  -0.076
H: -7.29636 -2.67351 -1.68800  0.375
H: -6.70329 -4.72033 -0.45720  0.379
H: -4.38625 -5.03068 0.43096  0.533
H: -2.86470 1.66087 -4.10379  0.477
H: -1.97501 3.58162 -5.41605  0.367
H: -0.11004 4.92866 -4.54393  0.366
H: 0.90805 4.40965 -2.33319  0.481
H: -0.92507 -6.65581 1.57948  0.484
H: 0.56841 -8.11314 2.91538  0.371
H: 2.47888 -7.15995 4.15717  0.362
H: 2.94046 -4.72265 4.09450  0.471
H: 4.88748 -0.38353 3.92651  0.429
H: 5.86847 1.87658 4.30995  0.328
H: 5.35210 3.66331 2.90666  0.332
H: 3.67078 3.63504 1.13494  0.496
H: -5.60644 -0.87938 -2.04654  0.505
O: 2.23642 1.50378 3.25225  -0.489
C: 0.77846 0.66211 1.66463  1.191
O: -0.26309 0.36472 2.18283  -0.491
C: 2.72027 -0.17047 0.39516  1.389
C: 4.11533 -0.15871 0.42247  -0.478
C: 4.75889 -0.00732 -0.79676  -0.923
C: 4.06085 -0.03079 -2.00234  -1.142
C: 2.69289 -0.20496 -1.92923  -0.097
N: 2.08597 -0.15652 -0.75644  0.412
C: 1.77861 -0.84468 -2.98619  0.226
O: 2.27917 -1.06950 -4.11024  -1.004
O: 0.66486 -1.22432 -2.54652  -0.625
H: 4.67443 -0.27763 1.33619  0.469
H: 5.84034 0.05424 -0.80634  0.386
H: 4.56220 -0.01993 -2.95895  0.438
S: 4.47137 -3.53750 -1.47624  -0.392
C: 3.63139 -4.29662 -2.69495  0.105
N: 3.03030 -3.74638 -3.75132  0.020
C: 2.24518 -4.69568 -4.51814  -0.492
C: 2.44627 -6.01881 -3.75086  -0.412
N: 3.44454 -5.65614 -2.75480  -0.269
H: 2.92882 -2.73289 -3.90491  0.112
H: 2.60899 -4.76379 -5.54634  0.284
H: 1.19883 -4.38906 -4.54717  0.273
H: 2.81666 -6.81539 -4.39946  0.261
H: 1.51566 -6.36017 -3.29009  0.253
H: 3.53026 -6.16548 -1.89296  0.270

Atoms 1-3, force components in eV/Å:
-1.22 -2.99 -0.85
-0.03 -0.06 0.03
0.01 0.03 -0.01

***

No. 2
A molecular structure, C42H28Cl5N6O3SZr, computed with ωB97M-V/def2-TZVPD.

## Properties
**Molar mass**: 965.28 u
**Frontier orbital gap**: 0.257 Ha
**Net charge**: +1
**ΔE to the lowest compared entry with this formula, charge and spin**: 0.000 eV
**Maximum force**: 0.6 eV/A

Each line ends with the Mulliken charge.
Atoms and positions in Å:
Zr: -0.10048 0.73609 -1.21662  -0.973
C: -1.26606 3.96300 1.87490  -0.863
C: -2.65063 3.86901 1.88218  -1.010
C: -3.27970 2.95379 1.05544  -0.738
C: -2.52254 2.11685 0.23450  1.382
C: -1.11904 2.14939 0.25749  1.062
C: -0.51820 3.10667 1.07608  0.093
C: -3.17734 1.15857 -0.68235  1.067
C: -4.56459 1.22293 -0.95979  -1.427
C: -5.13206 0.31672 -1.79613  -1.188
C: -4.35670 -0.74175 -2.32026  0.979
C: -4.91147 -1.76875 -3.11672  -0.917
C: -4.13908 -2.81488 -3.53142  -0.768
C: -2.78589 -2.88092 -3.14107  -1.081
C: -2.22218 -1.88841 -2.38849  -0.405
C: -2.98906 -0.77316 -1.99176  -0.450
N: -2.40991 0.23075 -1.24492  0.653
H: -0.77025 4.69816 2.49702  0.489
H: -3.23860 4.51045 2.52550  0.416
H: -4.35948 2.88682 1.07812  0.392
H: 0.56321 3.19396 1.09883  0.428
H: -5.15468 2.01830 -0.53265  0.510
H: -6.18431 0.37822 -2.04796  0.440
H: -5.96262 -1.71807 -3.37323  0.436
H: -4.56581 -3.60573 -4.13327  0.411
H: -2.18924 -3.73802 -3.42661  0.513
H: -1.20080 -1.97619 -2.04470  0.908
Cl: 2.76808 6.50884 -5.18995  -0.201
C: 2.35894 5.12020 -4.24574  0.088
C: 3.38161 4.33937 -3.69709  -0.679
C: 3.08762 3.23203 -2.93710  0.393
Cl: 4.37106 2.27372 -2.29076  -0.202
C: 1.75557 2.85236 -2.68257  -0.648
O: 1.48588 1.80919 -1.94154  0.329
C: 0.74424 3.64249 -3.26534  1.290
C: -0.63334 3.28763 -3.11776  -0.709
O: -1.07450 2.29626 -2.52548  -0.388
C: 1.05234 4.77594 -4.03787  -1.213
H: 4.41520 4.60632 -3.87244  0.512
H: -1.36481 3.94057 -3.60901  0.323
H: 0.25389 5.36728 -4.46873  0.479
Cl: 3.35022 -3.72642 -6.03916  -0.200
C: 2.63862 -2.93756 -4.67553  0.215
C: 1.65029 -1.99049 -4.86905  -0.895
C: 1.10205 -1.38877 -3.75449  0.840
Cl: -0.03549 -0.08466 -3.97263  -0.177
C: 1.45089 -1.69746 -2.43670  -0.984
O: 0.86807 -1.11784 -1.39249  1.717
C: 2.51410 -2.59917 -2.31007  0.694
Cl: 3.16123 -2.91871 -0.73126  -0.215
C: 3.08930 -3.22796 -3.39878  -0.772
H: 1.33203 -1.71243 -5.86371  0.503
H: 3.89353 -3.93411 -3.24982  0.491
N: 1.80453 -1.15880 9.26532  -0.480
C: 1.85342 -0.91294 8.14452  -0.062
C: 1.90726 -0.61316 6.73621  0.526
C: 3.02416 0.01999 6.19849  -0.820
C: 3.07030 0.30860 4.84606  -0.745
C: 2.00492 -0.05157 4.03598  0.366
C: 0.88879 -0.68837 4.56141  0.467
C: 0.83771 -0.96069 5.91552  -1.092
N: 2.04807 0.22724 2.64008  0.334
C: 3.15368 0.18050 1.80566  -0.485
C: 2.69337 0.45227 0.56171  -1.413
N: 1.32941 0.66921 0.62047  1.609
C: 0.98113 0.53134 1.88217  -1.667
H: 3.84729 0.29484 6.84313  0.481
H: 3.92313 0.82677 4.42854  0.510
H: 0.06891 -0.97448 3.91376  0.333
H: -0.02573 -1.45257 6.34209  0.483
H: 4.13620 -0.06298 2.16804  0.535
H: 3.22827 0.50287 -0.36985  0.351
H: -0.01428 0.64990 2.27212  0.976
C: -2.11779 -3.31766 3.47248  -0.907
N: -0.86939 -3.27890 2.72959  0.382
C: 0.22016 -4.12480 2.90133  -0.625
C: 1.14938 -3.76966 1.99492  -0.499
N: 0.61989 -2.70724 1.28282  0.476
C: -0.62369 -2.41266 1.72034  -0.106
S: -1.63622 -1.19782 1.13655  -0.248
H: -1.99584 -3.98286 4.32302  0.339
H: -2.92540 -3.67667 2.83676  0.323
H: -2.36988 -2.31625 3.81696  0.349
H: 0.22893 -4.89486 3.65182  0.469
H: 2.12457 -4.17310 1.79412  0.459
H: 1.02563 -2.25590 0.47086  -0.570

Atoms 1-3, force components in eV/Å:
0.09 0.11 0.63
-0.01 0.02 -0.01
0.00 0.02 0.01